1.
{
  "formula": "CHN4O2",
  "method": "ωB97M-V/def2-TZVPD",
  "species": ["C", "N", "N", "N", "N", "O", "O", "H"],
  "coordinates": [[1.165, -0.608, 1.498], [1.303, -1.208, 2.499], [1.060, 1.203, -0.041], [0.751, -0.092, 0.349], [0.145, 1.648, -0.802], [-0.867, 0.865, -1.066], [0.065, 2.813, -1.252], [-0.330, -0.146, -0.288]],
  "atomic_forces_ev_per_a": [[-0.950, -0.202, 0.679], [0.376, 0.745, -1.225], [1.291, 1.164, 0.542], [-1.469, -0.603, -1.344], [-1.298, 0.060, 0.179], [-0.003, -1.450, 0.264], [1.101, -0.158, 0.215], [0.953, 0.443, 0.691]],
  "total_charge": -1,
  "spin_multiplicity": 1,
  "e_above_lowest_kcal_mol": 102.1,
  "homo_lumo_gap_ev": 8.461,
  "smiles": "N#CNN=[N+]([O-])[O-]",
  "total_energy_ev": -11105.324
}

***

2.
{
  "formula": "CHN4O3S2",
  "method": "ωB97M-V/def2-TZVPD",
  "species": ["C", "N", "N", "N", "N", "O", "O", "O", "S", "S", "H"],
  "coordinates": [[-0.178, 0.868, 0.051], [-0.077, 2.493, 1.280], [-0.097, 1.199, 1.338], [-0.236, 1.885, -0.781], [-0.087, 2.936, 0.012], [-1.509, -1.338, 0.498], [1.588, -2.104, 0.473], [-0.942, -0.644, -1.873], [-0.076, -2.146, -2.031], [-0.441, -0.879, -0.317], [2.055, -2.270, 1.350]],
  "atomic_forces_ev_per_a": [[0.005, -1.385, 0.272], [0.646, 1.663, 0.343], [0.071, -0.618, -0.314], [0.944, 0.027, -0.904], [-0.979, -0.806, 0.609], [-0.245, -0.536, 0.628], [-0.380, 0.149, 0.435], [-0.246, 0.291, 0.639], [0.768, 0.457, 1.271], [0.557, 0.078, -1.608], [-1.141, 0.681, -1.370]],
  "total_charge": -1,
  "spin_multiplicity": 1,
  "e_above_lowest_kcal_mol": 127.2,
  "homo_lumo_gap_ev": 6.667,
  "total_energy_ev": -34821.084
}

***

3.
{
  "formula": "CHN4S",
  "method": "ωB97M-V/def2-TZVPD",
  "species": ["C", "N", "N", "N", "N", "S", "H"],
  "coordinates": [[-0.646, 0.073, 0.882], [-1.285, -0.431, -0.157], [0.585, 0.394, 0.660], [-0.576, -0.519, -1.160], [0.838, 0.042, -0.528], [2.136, 0.156, -1.478], [-1.052, 0.286, 1.781]],
  "atomic_forces_ev_per_a": [[-0.880, -0.103, -0.074], [-2.207, -0.423, 0.380], [2.283, 0.139, -0.275], [3.798, 0.800, 0.483], [-3.704, -1.125, -1.980], [2.298, 0.321, -1.104], [-1.589, 0.390, 2.570]],
  "total_charge": -1,
  "spin_multiplicity": 1,
  "e_above_lowest_kcal_mol": 27.7,
  "homo_lumo_gap_ev": 6.912,
  "smiles": "[S-]n1ncnn1",
  "total_energy_ev": -17847.676
}

***

4.
{
  "formula": "CHN4S",
  "method": "ωB97M-V/def2-TZVPD",
  "species": ["C", "N", "N", "N", "N", "S", "H"],
  "coordinates": [[0.527, 0.664, -0.153], [1.485, 1.397, -0.099], [-0.317, -1.502, 0.897], [2.511, 1.915, 0.235], [-1.350, -1.634, 0.416], [-2.665, -1.623, -0.408], [-0.191, 0.782, -0.887]],
  "atomic_forces_ev_per_a": [[-1.909, -2.157, 0.643], [5.431, 2.412, 2.091], [-2.965, -0.476, -1.111], [-2.135, -0.503, -1.292], [4.831, 0.372, 2.225], [-1.870, 0.009, -1.034], [-1.383, 0.343, -1.523]],
  "total_charge": -1,
  "spin_multiplicity": 1,
  "e_above_lowest_kcal_mol": 80.4,
  "homo_lumo_gap_ev": 5.478,
  "total_energy_ev": -17845.390
}

***

5.
{
  "formula": "CHN5O",
  "method": "ωB97M-V/def2-TZVPD",
  "species": ["C", "N", "N", "N", "N", "N", "O", "H"],
  "coordinates": [[-0.968, 0.637, 0.660], [-2.115, -1.805, 0.259], [-2.950, -2.200, -0.317], [-4.524, 0.552, 0.326], [-4.547, -0.523, 0.039], [-0.026, -0.110, 0.707], [-2.019, 1.104, 0.585], [0.957, 0.021, 0.917]],
  "atomic_forces_ev_per_a": [[0.901, -1.153, 0.199], [-0.033, -0.390, 0.119], [0.643, -0.925, -0.357], [-0.378, -3.311, -0.909], [-1.039, 4.153, 1.023], [1.236, 0.259, 0.117], [-0.720, 1.162, -0.077], [-0.610, 0.204, -0.115]],
  "spin_multiplicity": 1,
  "e_above_lowest_kcal_mol": 12.8,
  "homo_lumo_gap_ev": 11.956,
  "smiles": "N=C=O.N#N.N#N",
  "total_energy_ev": -10552.291
}

***

6.
{
  "formula": "CHNO2S",
  "method": "ωB97M-V/def2-TZVPD",
  "species": ["C", "N", "O", "O", "S", "H"],
  "coordinates": [[0.793, -0.511, -0.171], [-0.765, 0.610, 0.042], [-0.490, 1.775, 0.226], [-1.770, 0.007, -0.120], [0.728, -2.068, 0.178], [1.504, 0.186, -0.156]],
  "atomic_forces_ev_per_a": [[-4.622, -3.132, 2.018], [3.472, -1.660, -0.990], [-0.838, -0.805, 0.014], [-0.965, 0.640, 0.343], [-0.105, 2.232, -0.908], [3.058, 2.725, -0.477]],
  "spin_multiplicity": 1,
  "e_above_lowest_kcal_mol": 88.7,
  "homo_lumo_gap_ev": [7.871, 7.870],
  "total_energy_ev": -17468.330
}